{
  "formula": "CH3N5O2",
  "method": "ωB97M-V with the def2-TZVPD basis set",
  "elements": ["C", "H", "H", "H", "N", "N", "N", "N", "N", "O", "O"],
  "coordinates": [[0.116, -0.118, -0.067], [3.144, 0.047, -0.597], [0.365, -2.011, 0.620], [-0.611, 2.785, -0.050], [1.181, 0.540, -0.228], [-0.358, -1.392, 0.008], [-1.780, -1.440, 0.178], [-2.140, -0.289, -0.146], [-1.036, 0.578, -0.404], [2.169, -0.459, 0.240], [-1.049, 1.759, 0.446]],
  "lumo_energy_ev": -0.218,
  "homo_energy_ev": -9.07,
  "e_above_lowest_ev": 5.434,
  "homo_lumo_gap_ev": 8.85,
  "e_tot_ha": -463.8347
}



{
  "formula": "C4H3NO2",
  "method": "ωB97M-V with the def2-TZVPD basis set",
  "elements": ["C", "C", "C", "C", "N", "O", "O", "H", "H", "H"],
  "coordinates": [[0.738, 0.182, 0.321], [-1.714, 1.948, 0.135], [-1.104, -1.439, 0.035], [1.854, -0.153, -0.260], [-0.443, -0.515, 0.452], [-2.735, 1.560, -0.259], [-1.914, -2.259, -0.176], [0.736, 1.277, 0.730], [2.560, 0.587, -0.250], [2.022, -1.187, -0.728]],
  "lumo_energy_ev": 0.736,
  "homo_energy_ev": -9.67,
  "e_above_lowest_ev": 1.687,
  "homo_lumo_gap_ev": 10.41,
  "e_tot_ha": -359.4084
}



{
  "formula": "C16H15Cl3N3O2Y",
  "method": "ωB97M-V with the def2-TZVPD basis set",
  "elements": ["Y", "C", "C", "C", "C", "C", "C", "H", "H", "H", "H", "H", "H", "Cl", "C", "C", "C", "Cl", "C", "O", "C", "Cl", "C", "H", "H", "C", "N", "C", "C", "O", "N", "C", "N", "H", "H", "H", "H", "H", "H", "H"],
  "coordinates": [[-0.020, -0.825, -0.467], [1.616, -1.610, -2.670], [1.340, -2.814, -2.020], [0.021, -3.268, -1.928], [-1.019, -2.522, -2.491], [-0.743, -1.318, -3.141], [0.574, -0.861, -3.228], [2.638, -1.264, -2.760], [2.143, -3.400, -1.595], [-0.194, -4.205, -1.430], [-2.039, -2.879, -2.422], [-1.549, -0.736, -3.568], [0.788, 0.066, -3.746], [-6.873, 0.065, 2.199], [-5.340, 0.167, 1.428], [-4.443, -0.884, 1.557], [-3.230, -0.749, 0.919], [-2.022, -2.045, 1.061], [-2.851, 0.357, 0.164], [-1.642, 0.393, -0.409], [-3.783, 1.389, 0.064], [-3.370, 2.786, -0.855], [-5.015, 1.296, 0.688], [-4.689, -1.763, 2.135], [-5.726, 2.105, 0.601], [4.194, 2.518, 2.294], [3.306, 1.531, 1.686], [3.140, 0.161, 2.152], [2.074, -0.313, 1.208], [1.506, -1.423, 1.180], [1.735, 0.657, 0.333], [2.471, 1.759, 0.681], [2.348, 2.917, 0.063], [4.809, 2.017, 3.036], [3.621, 3.301, 2.791], [4.856, 2.948, 1.542], [2.802, 0.112, 3.189], [4.053, -0.431, 2.051], [1.647, 3.035, -0.650], [2.867, 3.730, 0.354]],
  "lumo_energy_ev": -6.694,
  "homo_energy_ev": -13.63,
  "charge": 2,
  "e_above_lowest_ev": 0.001,
  "homo_lumo_gap_ev": 6.93,
  "e_tot_ha": -2352.0137
}



{
  "formula": "C2H3F3O2S2",
  "method": "ωB97M-V with the def2-TZVPD basis set",
  "elements": ["C", "C", "O", "O", "F", "F", "F", "S", "S", "H", "H", "H"],
  "coordinates": [[-0.300, -0.363, 0.209], [3.092, 1.154, 0.270], [2.943, -0.892, -1.499], [0.931, 0.045, -0.483], [2.222, 1.837, 1.105], [4.310, 1.314, 0.701], [3.060, 1.746, -0.925], [2.015, -3.415, 0.173], [2.377, -0.628, -0.208], [-0.995, 0.154, -0.581], [-0.380, 0.180, 1.172], [-0.325, -1.459, 0.510]],
  "lumo_energy_ev": [-2.849, -2.847],
  "homo_energy_ev": [-10.08, -9.97],
  "e_above_lowest_ev": 3.536,
  "homo_lumo_gap_ev": [7.23, 7.12],
  "e_tot_ha": -1324.2825
}



{
  "formula": "C11H28NOSi",
  "method": "ωB97M-V with the def2-TZVPD basis set",
  "elements": ["C", "C", "O", "Si", "H", "H", "H", "H", "H", "H", "H", "H", "C", "C", "C", "C", "N", "C", "C", "C", "C", "C", "H", "H", "H", "H", "H", "H", "H", "H", "H", "H", "H", "H", "H", "H", "H", "H", "H", "H", "H", "H"],
  "coordinates": [[-1.703, 2.977, -0.196], [-2.856, 3.936, 0.069], [-3.893, 3.290, 0.789], [-5.171, 2.515, 0.104], [-1.890, 2.365, -1.084], [-0.762, 3.512, -0.339], [-1.610, 2.307, 0.663], [-3.250, 4.338, -0.871], [-2.524, 4.783, 0.672], [-5.074, 2.664, -1.369], [-5.112, 1.074, 0.438], [-6.433, 3.089, 0.602], [-0.279, -3.867, 0.008], [-0.718, -2.416, -0.157], [0.134, -1.597, -1.138], [1.655, -1.713, -1.072], [2.452, -0.962, -0.007], [2.650, 0.497, -0.356], [1.419, 1.219, 0.164], [0.941, 0.376, 1.367], [1.784, -0.903, 1.346], [3.777, -1.640, 0.090], [0.731, -3.963, 0.414], [-0.944, -4.390, 0.694], [-0.302, -4.400, -0.944], [-0.792, -1.932, 0.817], [-1.734, -2.403, -0.555], [-0.184, -0.556, -1.149], [-0.090, -1.970, -2.142], [2.084, -1.366, -2.012], [1.932, -2.760, -0.959], [3.548, 0.815, 0.173], [2.822, 0.586, -1.426], [0.649, 1.278, -0.601], [1.662, 2.241, 0.443], [-0.123, 0.166, 1.297], [1.103, 0.895, 2.309], [1.237, -1.827, 1.507], [2.590, -0.852, 2.076], [4.247, -1.639, -0.891], [3.628, -2.664, 0.426], [4.399, -1.104, 0.800]],
  "lumo_energy_ev": -2.476,
  "homo_energy_ev": -12.39,
  "charge": 1,
  "homo_lumo_gap_ev": 9.92,
  "e_tot_ha": -855.1751
}



{
  "formula": "H17O8",
  "method": "ωB97M-V with the def2-TZVPD basis set",
  "elements": ["O", "H", "H", "H", "O", "H", "H", "O", "H", "H", "O", "H", "H", "O", "H", "H", "O", "H", "H", "O", "H", "H", "O", "H", "H"],
  "coordinates": [[0.570, -0.249, -1.098], [1.527, 0.039, -1.205], [0.119, 0.379, -0.534], [0.800, -1.126, -0.725], [-1.377, -2.523, -1.366], [-1.618, -1.882, -2.023], [-2.092, -3.022, -1.012], [0.422, 1.941, 0.469], [-0.095, 2.659, -0.041], [0.503, 2.203, 1.462], [0.182, -1.737, 1.534], [-0.136, -2.685, 1.662], [-0.601, -1.086, 1.665], [-2.030, 0.070, 1.291], [-2.438, 0.777, 0.635], [-2.205, 0.475, 2.225], [-1.857, 1.764, -2.006], [-2.601, 1.997, -2.669], [-0.990, 1.975, -2.329], [2.958, 0.706, -1.248], [2.927, 1.696, -1.307], [3.539, 0.496, -2.002], [1.717, -0.615, 2.994], [1.576, -1.017, 2.129], [1.195, -1.229, 3.496]],
  "lumo_energy_ev": -3.394,
  "homo_energy_ev": -13.26,
  "charge": 1,
  "e_above_lowest_ev": 2.548,
  "homo_lumo_gap_ev": 9.87,
  "e_tot_ha": -611.8177
}